This record from OMol25 describes 2 unconnected molecules or ions with the total composition C19H25 in a non-equilibrium geometry. The level of theory is wB97M-V/def2-TZVPD.

Each atom is followed by the atoms it is bonded to, with distances in Å.
Atoms and positions in Å:
1 C -4.52 -0.77 -0.85  C2 1.536, C8 1.532, H9 1.100, H10 1.099
2 C -4.37 0.70 -0.42  C1 1.536, C3 1.535, H11 1.102, H12 1.098
3 C -3.37 1.51 -1.26  C2 1.535, C4 1.542, H13 1.097, H14 1.098
4 C -1.91 1.43 -0.77  C3 1.542, C5 1.494, H15 1.106, H16 1.112
5 C -1.29 0.07 -0.81  C4 1.494, C6 1.367, C7 1.505
6 C -0.10 -0.11 -0.16  C5 1.367, H17 1.103, H18 1.107
7 C -2.02 -1.08 -1.46  C5 1.505, C8 1.544, H19 1.096, H20 1.097
8 C -3.24 -1.61 -0.68  C1 1.532, C7 1.544, H21 1.096, H22 1.099
9 H -5.31 -1.23 -0.24  C1 1.100
10 H -4.85 -0.82 -1.90  C1 1.099
11 H -5.36 1.18 -0.52  C2 1.102
12 H -4.10 0.75 0.64  C2 1.098
13 H -3.43 1.18 -2.30  C3 1.097
14 H -3.66 2.57 -1.26  C3 1.098
15 H -1.29 2.09 -1.41  C4 1.106
16 H -1.82 1.84 0.25  C4 1.112
17 H 0.26 -1.15 -0.17  C6 1.103
18 H 0.20 0.68 0.55  C6 1.107
19 H -2.31 -0.79 -2.47  C7 1.096
20 H -1.31 -1.91 -1.57  C7 1.097
21 H -2.99 -1.65 0.39  C8 1.096
22 H -3.44 -2.64 -0.98  C8 1.099
23 C 2.44 1.08 -0.83  C24 1.554, C27 1.532, H34 1.106, H35 1.095
24 C 2.87 0.54 -2.22  C23 1.554, C25 1.507, H36 1.096, H37 1.091
25 C 2.99 -0.94 -2.01  C24 1.507, C26 1.370, H38 1.092
26 C 2.55 -1.32 -0.77  C25 1.370, C27 1.459, H39 1.096
27 C 2.07 -0.16 -0.02  C23 1.532, C26 1.459, C28 1.475
28 C 2.34 -0.13 1.43  C27 1.475, C29 1.407, C33 1.416
29 C 2.47 -1.31 2.18  C28 1.407, C30 1.395, H40 1.096
30 C 2.84 -1.25 3.53  C29 1.395, C31 1.396, H41 1.088
31 C 3.07 -0.03 4.15  C30 1.396, C32 1.401, H42 1.085
32 C 2.94 1.16 3.41  C31 1.401, C33 1.393, H43 1.090
33 C 2.57 1.11 2.07  C28 1.416, C32 1.393, H44 1.101
34 H 3.31 1.61 -0.39  C23 1.106
35 H 1.61 1.80 -0.84  C23 1.095
36 H 2.18 0.83 -3.02  C24 1.096
37 H 3.84 0.98 -2.46  C24 1.091
38 H 3.33 -1.62 -2.80  C25 1.092
39 H 2.53 -2.34 -0.37  C26 1.096
40 H 2.28 -2.28 1.70  C29 1.096
41 H 2.96 -2.18 4.08  C30 1.088
42 H 3.41 0.02 5.18  C31 1.085
43 H 3.14 2.13 3.87  C32 1.090
44 H 2.48 2.05 1.50  C33 1.101

The HOMO energy is -12.5588 eV. Its total charge is +1.

This record from OMol25 describes 2 unconnected molecules or ions with the total composition C10H16O in a non-equilibrium geometry. The level of theory is wB97M-V/def2-TZVPD.

Each atom is followed by the atoms it is bonded to, with distances in Å.
Atoms and positions in Å:
1 C -2.94 -0.12 1.82  C2 1.578, H10 1.097, H11 1.116, H12 1.027
2 C -2.36 -0.55 0.42  C1 1.578, C3 1.499, H13 1.260, H14 1.124
3 C -0.91 -0.93 0.50  C2 1.499, C4 1.384, C9 1.458
4 C -0.09 -0.40 -0.48  C3 1.384, C5 1.447, H15 1.088
5 C 1.22 -0.96 -0.73  C4 1.447, C6 1.377, H16 1.085
6 C 1.57 -2.03 0.06  C5 1.377, O7 1.367, C8 1.366
7 O 2.66 -2.78 -0.27  C6 1.367, H17 0.977
8 C 0.86 -2.47 1.14  C6 1.366, C9 1.402, H18 1.078
9 C -0.41 -1.95 1.42  C3 1.458, C8 1.402, H19 1.081
10 H -3.18 0.95 1.81  C1 1.097
11 H -2.05 -0.25 2.49  C1 1.116
12 H -3.83 -0.64 1.91  C1 1.027
13 H -2.75 -1.50 -0.31  C2 1.260
14 H -2.47 0.36 -0.23  C2 1.124
15 H -0.45 0.23 -1.30  C4 1.088
16 H 1.90 -0.76 -1.55  C5 1.085
17 H 3.28 -2.41 -0.93  O7 0.977
18 H 1.23 -3.20 1.84  C8 1.078
19 H -1.14 -2.40 2.07  C9 1.081
20 C 0.88 3.07 -1.76  C21 1.539, H22 1.079, H23 1.205, H24 1.173
21 C 1.59 2.40 -0.57  C20 1.539, H25 1.151, H26 1.098, H27 1.068
22 H 1.22 4.04 -2.07  C20 1.079
23 H 1.19 2.56 -2.81  C20 1.205
24 H -0.27 3.25 -1.73  C20 1.173
25 H 1.19 1.35 -0.30  C21 1.151
26 H 1.42 2.97 0.35  C21 1.098
27 H 2.62 2.20 -0.79  C21 1.068

The HOMO energy is -8.2833 eV. The energy above the lowest of the compared OMol25 structures with the same formula, charge and spin is 72.9 kcal per mole. Its total charge is 0. As for the SMILES: CCc1ccc(O)cc1.CC.